Density functional theory data (ωB97M-V/def2-TZVPD) for 2 unconnected molecules or ions with the total composition C3H9N.

As for the structure (SMILES): C=N.CC. Its LUMO energy is 0.0336 Ha. As for the net charge: 0. As for the calculated total energy: -4746.046 eV. As for the multiplicity: 1. For the gap between HOMO and LUMO, the calculation gives 11.164 eV. The value obtained for the max |F| is 0.016 hartree/bohr.

Cartesian coordinates (Å):
C: -1.756 -0.805 -2.506
N: -2.856 -1.418 -2.477
H: -1.736 0.280 -2.549
H: -0.801 -1.337 -2.450
H: -2.690 -2.425 -2.453
C: 0.894 1.420 1.560
C: 1.536 0.041 1.575
H: 0.227 1.491 0.700
H: 0.334 1.614 2.482
H: 1.645 2.198 1.442
H: 0.813 -0.772 1.627
H: 2.267 -0.113 2.373
H: 2.124 -0.173 0.676

Density functional theory data (ωB97M-V/def2-TZVPD) for 11 unconnected molecules or ions with the total composition C35H73N3O22 in a non-equilibrium geometry.

As for the structure (SMILES): C[N+](=O)[O-].C[N+](=O)[O-].C[N+](=O)[O-].CCOC(C)=O.CCOC(C)=O.CCOC(C)=O.CCOC(C)=O.CCOC(C)=O.CCOC(C)=O.CCOC(C)=O.CCOC(C)=O. Its LUMO energy is -0.0089 Ha. As for the net charge: 0. As for the calculated total energy: -86983.391 eV. As for the multiplicity: 1. For the gap between HOMO and LUMO, the calculation gives 9.527 eV. The value obtained for the max |F| is 0.112 hartree/bohr.

Cartesian coordinates (Å):
C: 2.667 -2.728 -4.225
N: 1.550 -3.329 -3.464
O: 1.246 -4.486 -3.707
O: 1.011 -2.644 -2.673
H: 2.343 -2.558 -5.252
H: 3.521 -3.390 -4.368
H: 2.943 -1.775 -3.773
C: 5.701 -1.766 2.573
N: 4.664 -2.068 3.643
O: 4.443 -1.163 4.392
O: 4.181 -3.209 3.591
H: 6.104 -2.701 2.184
H: 6.464 -1.256 3.161
H: 5.176 -1.081 1.907
C: 2.523 2.139 3.312
N: 1.113 2.356 3.762
O: 0.450 3.235 3.173
O: 0.659 1.818 4.788
H: 2.704 1.486 2.458
H: 3.091 1.801 4.178
H: 2.888 3.140 3.083
C: 3.418 -4.217 -0.063
C: 4.835 -3.616 -0.316
O: 5.783 -4.342 0.412
C: 6.370 -5.488 -0.040
C: 7.558 -5.947 0.789
O: 6.267 -5.972 -1.144
H: 3.124 -5.131 -0.578
H: 2.613 -3.482 -0.096
H: 3.390 -4.522 0.983
H: 5.110 -3.520 -1.366
H: 4.936 -2.611 0.095
H: 7.630 -5.258 1.631
H: 8.434 -5.875 0.144
H: 7.466 -6.908 1.296
C: -0.144 0.589 -1.266
C: 1.002 0.079 -0.549
O: 0.575 -0.418 0.771
C: 1.439 -0.984 1.598
C: 0.660 -1.800 2.678
O: 2.641 -1.037 1.488
H: -0.911 -0.114 -1.591
H: 0.212 1.001 -2.210
H: -0.571 1.463 -0.772
H: 1.402 -0.771 -1.102
H: 1.762 0.858 -0.499
H: -0.011 -1.224 3.316
H: 1.366 -2.357 3.293
H: 0.063 -2.514 2.111
C: -6.626 -4.061 -1.355
C: -6.631 -2.587 -1.837
O: -5.324 -2.039 -1.877
C: -4.910 -1.239 -0.864
C: -3.535 -0.688 -1.035
O: -5.496 -0.970 0.174
H: -6.211 -4.748 -2.093
H: -7.646 -4.429 -1.250
H: -6.154 -4.082 -0.372
H: -7.159 -2.580 -2.790
H: -7.312 -2.206 -1.077
H: -2.837 -1.385 -1.498
H: -3.110 -0.376 -0.081
H: -3.651 0.184 -1.679
C: -2.423 2.442 1.677
C: -3.921 2.456 1.133
O: -4.150 3.730 0.534
C: -4.535 3.819 -0.715
C: -4.688 5.354 -1.122
O: -4.468 3.015 -1.601
H: -1.693 2.857 0.982
H: -2.033 1.463 1.955
H: -2.160 3.080 2.521
H: -4.168 1.610 0.492
H: -4.642 2.149 1.890
H: -5.724 5.404 -1.457
H: -4.020 5.630 -1.938
H: -4.684 6.155 -0.382
C: 1.685 5.276 -6.024
C: 0.909 4.073 -5.560
O: 0.168 4.105 -4.363
C: -0.819 3.256 -4.054
C: -1.799 3.869 -3.026
O: -0.971 2.140 -4.602
H: 1.916 5.214 -7.087
H: 2.676 5.423 -5.594
H: 1.099 6.193 -6.085
H: 0.309 3.867 -6.445
H: 1.608 3.253 -5.392
H: -2.830 3.914 -3.378
H: -1.464 4.833 -2.644
H: -1.791 3.138 -2.218
C: 4.878 7.905 -1.777
C: 3.410 7.653 -1.804
O: 3.153 6.211 -1.835
C: 2.883 5.586 -0.612
C: 2.624 4.129 -0.729
O: 3.110 6.168 0.520
H: 5.402 7.347 -2.553
H: 5.358 7.458 -0.907
H: 5.167 8.956 -1.765
H: 2.897 8.097 -0.950
H: 2.960 7.959 -2.748
H: 2.152 3.802 -1.656
H: 2.137 3.686 0.139
H: 3.560 3.580 -0.827
C: -2.855 -1.563 3.259
C: -3.569 -0.418 3.997
O: -2.713 0.478 4.642
C: -3.250 1.488 5.322
C: -2.209 2.452 6.012
O: -4.460 1.560 5.749
H: -2.421 -1.082 2.382
H: -3.580 -2.309 2.934
H: -2.097 -2.104 3.826
H: -4.187 0.175 3.324
H: -4.267 -0.816 4.733
H: -1.559 2.895 5.258
H: -1.482 1.957 6.655
H: -2.740 3.087 6.721
C: -0.716 -3.879 -0.228
C: -1.257 -4.799 0.830
O: -2.271 -5.704 0.268
C: -3.022 -6.656 0.983
C: -3.980 -7.458 0.074
O: -3.008 -6.787 2.192
H: 0.258 -3.507 0.090
H: -1.332 -2.985 -0.325
H: -0.614 -4.348 -1.207
H: -0.504 -5.422 1.313
H: -1.774 -4.133 1.520
H: -3.637 -8.212 -0.634
H: -4.435 -6.723 -0.590
H: -4.652 -7.939 0.786

Density functional theory data (ωB97M-V/def2-TZVPD) for a molecular structure, C26H42O44S10 in a non-equilibrium geometry.

Its LUMO energy is 0.1079 Ha. As for the net charge: -2. As for the calculated total energy: -226077.342 eV. As for the multiplicity: 1. For the gap between HOMO and LUMO, the calculation gives 6.835 eV. The value obtained for the max |F| is 0.079 hartree/bohr.

Cartesian coordinates (Å):
C: 0.495 -0.645 -1.222
C: 0.885 -1.260 -0.025
C: 0.253 -0.829 1.275
O: 0.817 -0.954 2.425
C: -0.835 0.044 1.298
C: -1.347 0.632 0.075
C: -0.412 0.489 -1.203
O: -0.515 1.302 -2.121
O: -2.458 1.151 0.015
O: 1.683 -2.246 -0.189
H: 1.006 -0.909 -2.136
H: -1.253 0.348 2.247
C: -2.305 -4.831 1.315
C: -0.951 -4.504 0.725
O: -0.981 -4.757 -0.660
S: -1.994 -6.061 -0.889
O: -1.101 -7.179 -1.117
O: -3.061 -5.816 -1.813
O: -2.588 -6.048 0.659
H: -2.974 -3.974 1.229
H: -2.210 -5.176 2.346
H: -0.139 -5.076 1.178
H: -0.763 -3.434 0.838
C: 4.052 -5.061 -0.733
C: 2.620 -5.568 -0.769
O: 2.719 -6.673 -1.698
S: 3.864 -6.431 -2.835
O: 3.350 -5.998 -4.091
O: 4.788 -7.539 -2.845
O: 4.522 -5.189 -2.081
H: 4.689 -5.664 -0.089
H: 4.006 -4.003 -0.482
H: 1.992 -4.765 -1.159
H: 2.310 -5.709 0.265
C: -0.361 3.608 1.810
C: 0.943 3.438 1.001
O: 1.046 4.753 0.445
S: 0.934 5.805 1.663
O: 0.460 7.078 1.199
O: 2.089 5.743 2.541
O: -0.289 4.905 2.377
H: -0.274 2.873 2.620
H: -1.276 3.248 1.335
H: 0.903 2.674 0.228
H: 1.689 3.125 1.731
C: -4.673 -2.252 -0.379
C: -4.646 -0.697 -0.399
O: -5.917 -0.328 -0.982
S: -6.818 -1.643 -1.333
O: -7.393 -1.545 -2.656
O: -7.609 -2.046 -0.186
O: -5.551 -2.574 -1.443
H: -5.118 -2.641 0.540
H: -3.688 -2.682 -0.530
H: -3.946 -0.366 -1.163
H: -4.480 -0.189 0.545
C: -1.655 0.578 -5.345
C: -2.553 0.009 -4.244
O: -3.838 0.004 -4.859
S: -4.073 1.432 -5.602
O: -4.464 2.374 -4.572
O: -4.855 1.246 -6.793
O: -2.490 1.550 -6.008
H: -1.281 -0.112 -6.100
H: -0.840 1.188 -4.962
H: -2.471 0.554 -3.303
H: -2.226 -1.002 -4.001
C: -4.780 3.249 0.795
C: -4.376 3.280 -0.655
O: -4.714 4.559 -1.143
S: -4.480 5.661 0.025
O: -5.531 6.635 -0.033
O: -3.114 6.112 0.005
O: -4.796 4.611 1.245
H: -4.038 2.641 1.310
H: -5.813 2.929 0.945
H: -4.724 2.459 -1.275
H: -3.282 3.219 -0.661
C: -0.262 4.727 -2.582
C: -0.810 3.995 -3.805
O: -0.990 5.092 -4.742
S: 0.026 6.307 -4.392
O: -0.686 7.408 -3.826
O: 0.965 6.504 -5.436
O: 0.755 5.500 -3.195
H: 0.067 4.014 -1.831
H: -1.070 5.297 -2.119
H: -1.800 3.608 -3.545
H: -0.346 3.125 -4.262
C: 2.776 -3.359 4.119
C: 2.457 -3.756 2.666
O: 3.098 -5.009 2.547
S: 4.356 -5.274 3.533
O: 5.577 -5.179 2.775
O: 4.234 -6.469 4.300
O: 4.077 -3.914 4.438
H: 1.997 -3.590 4.840
H: 3.049 -2.307 4.054
H: 2.823 -3.018 1.953
H: 1.409 -3.952 2.456
C: 3.605 0.853 -0.459
C: 3.660 0.397 1.036
O: 4.838 0.965 1.522
S: 5.117 2.401 0.917
O: 6.529 2.666 0.985
O: 4.162 3.398 1.303
O: 4.722 1.794 -0.548
H: 2.728 1.411 -0.792
H: 3.828 0.230 -1.324
H: 3.779 -0.684 1.049
H: 2.739 0.703 1.530
C: 3.688 0.235 5.019
C: 2.512 1.115 4.600
O: 3.197 2.328 4.295
S: 4.327 2.665 5.406
O: 3.739 3.317 6.541
O: 5.492 3.129 4.716
O: 4.524 1.101 5.758
H: 4.232 -0.217 4.185
H: 3.370 -0.639 5.592
H: 1.825 1.288 5.432
H: 1.890 0.661 3.826

Density functional theory data (ωB97M-V/def2-TZVPD) for a single C5H6N2S molecule in a non-equilibrium geometry.

Its LUMO energy is 0.0056 Ha. As for the net charge: 0. As for the calculated total energy: -19091.529 eV. As for the multiplicity: 1. For the gap between HOMO and LUMO, the calculation gives 8.195 eV. The value obtained for the max |F| is 0.099 hartree/bohr.

Cartesian coordinates (Å):
C: -1.726 -3.590 1.907
C: -1.490 -2.572 1.313
C: -1.206 -1.417 0.737
C: 0.352 1.256 -1.043
C: 1.617 0.694 -0.640
N: -0.798 -0.451 0.268
N: -0.720 0.663 -0.277
S: 0.524 3.186 -0.886
H: -2.076 -4.361 2.628
H: -0.666 3.532 -0.281
H: -0.066 1.204 -2.089
H: 1.924 -0.334 -0.830
H: 1.828 0.992 0.368
H: 2.501 1.200 -1.175

For reference, energy relative to the best compared isomer or geometry (same formula, charge and spin) by record: 102.6; 538.9; 22.8; 625.4 kJ/mol.